Formula: C3H6N2
Source: OMol25
Level of theory: ωB97M-V with the def2-TZVPD basis set

Cartesian coordinates (Å):
C 1.3663 -0.1278 -0.0579
C -0.0330 0.1177 -0.4716
N -0.8089 -0.8584 0.5430
C -0.5960 1.4605 -0.2917
N -0.9980 2.5367 -0.1449
H 1.8145 0.6945 0.5008
H 0.2310 -1.1947 0.7953
H 2.0080 -0.4702 -0.8686
H -0.2994 -0.2570 -1.4640
H -1.4590 -1.5438 0.1464
H -1.2546 -0.3744 1.3271

Forces on the atoms, in the same order (eV/Å):
C 0.19 0.26 -0.21
C -0.07 -0.07 -0.04
N 0.05 -0.13 0.16
C -0.29 0.94 0.12
N 0.35 -1.05 -0.12
H -0.06 -0.12 -0.07
H -0.34 -0.07 0.07
H -0.08 0.03 0.10
H 0.07 0.07 0.14
H 0.12 0.14 -0.01
H 0.07 0.00 -0.14

* molecular weight: 70.09 g mol⁻¹
* orbital gap: 7.92 eV
* maximum force: 1.11 eV/Å
* HOMO energy: -7.4941 eV



Formula: C2HNS2
Source: OMol25
Level of theory: ωB97M-V with the def2-TZVPD basis set

Cartesian coordinates (Å):
C 0.2842 -0.1229 1.4670
C 0.4850 0.4393 0.2653
N 0.0576 -0.5102 2.5730
S -0.6191 0.5107 -1.0444
S 1.1818 -0.4637 -1.1725
H -1.3894 0.1468 -2.0884

Forces on the atoms, in the same order (eV/Å):
C -1.14 -2.66 6.00
C 1.66 -0.56 -0.28
N 0.83 1.26 -3.47
S -0.73 4.28 -2.23
S 0.16 0.10 0.13
H -0.78 -2.43 -0.15

* molecular weight: 103.17 g mol⁻¹
* orbital gap (alpha / beta): 6.68 / 6.95 eV
* maximum force: 6.66 eV/Å
* HOMO energy (alpha / beta): -8.7591 / -8.9432 eV



Formula: C2ClF4N
Source: OMol25
Level of theory: ωB97M-V with the def2-TZVPD basis set

Cartesian coordinates (Å):
C 0.4198 0.9524 2.2185
C -0.1215 -0.4075 -1.0495
N 1.1396 0.0305 -0.7412
F -0.8119 0.4018 2.2912
F -0.4998 -1.4991 -0.3693
F -1.1134 0.5591 -0.7905
F -0.2132 -0.8060 -2.2787
Cl 1.2005 0.7688 0.7195

Forces on the atoms, in the same order (eV/Å):
C -2.84 -1.27 3.95
C -3.69 -0.57 0.50
N 1.51 -0.91 -1.13
F 0.92 0.97 -0.11
F 0.32 0.05 1.27
F 1.41 -0.97 -0.57
F 0.20 0.70 -1.92
Cl 2.17 2.01 -1.98

* molecular weight: 149.47 g mol⁻¹
* multiplicity: 3
* orbital gap (alpha / beta): 7.20 / 7.07 eV
* maximum force: 5.02 eV/Å
* HOMO energy (alpha / beta): -8.0656 / -10.5817 eV



Formula: C7H7NO3
Source: OMol25
Level of theory: ωB97M-V with the def2-TZVPD basis set

Cartesian coordinates (Å):
O -4.2223 -1.6412 0.1395
C -3.1541 -1.2062 0.1618
C -1.9929 -0.6992 -0.0623
C -1.4856 0.6349 -0.5269
C -0.4671 -0.3048 0.0725
C 0.4811 -0.1407 1.3398
C 2.0225 -0.1614 1.1192
N 2.4607 -0.9983 0.1785
O 3.5569 -1.1418 -0.3067
O 1.4236 -1.7555 -0.4543
C 0.3145 -1.1228 -1.0266
H -1.3738 0.8731 -1.6405
H -1.8305 1.6430 -0.0248
H 0.3394 -0.9601 2.1613
H 0.0967 0.6868 1.9457
H 2.6477 0.4433 1.7823
H -0.3885 -1.8698 -1.3714
H 0.5651 -0.3437 -1.8795

Forces on the atoms, in the same order (eV/Å):
O -0.96 -0.53 0.49
C 0.82 0.30 -0.62
C 1.91 1.54 0.83
C 0.02 2.43 -0.45
C -0.07 -1.38 -0.40
C -0.91 -1.48 1.72
C -2.03 -0.72 -1.26
N -1.47 2.94 0.95
O 0.80 -0.56 0.09
O 0.41 -1.47 -0.16
C -0.25 3.44 -0.10
H -0.23 -0.76 1.42
H 0.75 -2.30 -0.46
H -0.26 0.72 -1.85
H 0.69 0.48 -0.45
H 0.22 -0.51 -0.82
H 0.57 -0.39 -0.34
H -0.02 -1.75 1.40

* molecular weight: 153.14 g mol⁻¹
* orbital gap: 9.52 eV
* maximum force: 3.45 eV/Å
* HOMO energy: -9.0149 eV
* SMILES: O=C=C1C[C@@]12CC=[N+]([O-])OC2



Formula: C4H5NS
Source: OMol25
Level of theory: ωB97M-V with the def2-TZVPD basis set

Cartesian coordinates (Å):
C 2.7443 0.0283 -0.0357
N 1.4924 -0.1624 -0.0881
S 0.6835 -1.6333 -0.0522
C -0.8746 -1.0085 0.0510
C -2.0947 -1.2284 -0.2182
C -1.6816 0.2362 0.1910
H 2.9598 1.0034 -0.0740
H 3.4345 -0.7067 -0.0403
H -2.9219 -1.7718 -0.5762
H -1.6246 0.8775 -0.6869
H -1.8366 0.7588 1.0795

Forces on the atoms, in the same order (eV/Å):
C -3.75 -1.41 -0.33
N -0.56 0.32 0.36
S 1.54 -0.32 0.09
C 0.56 0.27 -0.10
C -1.14 1.60 1.00
C 0.21 -1.53 -2.92
H 1.49 3.58 -0.05
H 2.50 -2.40 0.15
H -0.47 -0.61 -0.14
H 0.10 0.32 0.24
H -0.49 0.18 1.71

* molecular weight: 99.16 g mol⁻¹
* orbital gap: 9.24 eV
* maximum force: 4.02 eV/Å
* HOMO energy: -8.3228 eV
* SMILES: C=NSC1=CC1



Formula: C6H5BrF3N
Source: OMol25
Level of theory: ωB97M-V with the def2-TZVPD basis set

Cartesian coordinates (Å):
F 2.8900 0.9745 0.6258
C 1.8210 1.0914 -0.1655
F 2.2570 1.0943 -1.4289
F 1.2991 2.2945 0.0629
C 0.7281 0.0511 0.0982
Br 1.5398 -1.8837 -0.2954
C 0.0013 0.0904 1.3652
N -1.1143 -0.5264 1.6876
C -1.7848 -1.1791 0.6790
C -1.5311 -0.8897 -0.6044
C -0.5196 0.1694 -1.0365
H 0.3915 0.7562 2.2512
H -2.5336 -1.9671 0.9848
H -2.2820 -1.2955 -1.2820
H -0.1739 0.0570 -2.0892
H -0.9884 1.1628 -0.8527

Forces on the atoms, in the same order (eV/Å):
F -0.07 -0.29 0.14
C -0.05 -0.36 0.19
F -0.15 -0.34 -0.01
F -0.37 0.69 0.16
C -1.71 -1.48 -3.79
Br -0.50 1.77 0.56
C -0.85 0.52 4.23
N 2.19 1.58 -0.48
C -0.14 -1.39 -0.41
C -0.93 0.22 -0.32
C 1.21 -0.67 1.77
H -0.29 -1.36 -1.90
H 0.86 1.21 -0.39
H 0.57 0.15 -0.42
H -0.11 0.11 0.99
H 0.34 -0.36 -0.33

* molecular weight: 228.01 g mol⁻¹
* orbital gap: 8.49 eV
* maximum force: 4.41 eV/Å
* HOMO energy: -9.3744 eV
* SMILES: FC(F)(F)[C@@]1(Br)C=NC=CC1



Formula: C24H34F15O12S
Source: OMol25
Level of theory: ωB97M-V with the def2-TZVPD basis set

Cartesian coordinates (Å):
O -5.3705 0.9219 2.2541
C -4.6968 -0.1242 2.7755
C -4.4307 -1.5207 1.9364
S -2.6309 -1.8642 1.5468
C -1.6498 -0.3006 1.9817
C -2.0107 0.7865 0.7655
O -1.9738 2.1330 1.3663
H -4.3166 0.0227 3.8914
H -4.9905 -1.3960 0.8921
H -4.8358 -2.4124 2.5772
H -2.4302 -1.9931 0.1358
H -0.4853 -0.4850 1.9910
H -1.9327 0.1464 3.0393
H -3.0650 0.4915 0.3169
H -1.1353 0.6494 -0.0288
H -2.9466 2.4037 1.4309
C -2.0332 4.5638 3.2151
C -2.9548 4.2583 4.3813
O -2.1961 4.0295 5.5792
C -1.7795 5.1483 6.2520
O -2.0155 6.2962 5.8844
C -1.0311 4.7616 7.5273
F -0.1268 3.7609 7.3240
F -1.8746 4.3185 8.5027
F -0.3317 5.7972 8.0706
H -1.2887 3.7704 3.0946
H -2.6029 4.6602 2.2864
H -1.4819 5.4947 3.3805
H -3.5108 3.3368 4.1764
H -3.6941 5.0534 4.5328
C 3.4949 -1.1635 -1.4954
C 2.9232 -1.7250 -2.7840
O 1.7185 -2.4624 -2.5240
C 0.5750 -1.7200 -2.3859
O 0.5396 -0.4950 -2.4679
C -0.6333 -2.6292 -2.1643
F -0.3918 -3.6120 -1.2497
F -1.0158 -3.2624 -3.3097
F -1.7311 -1.9582 -1.7156
H 3.6420 -1.9608 -0.7599
H 4.4532 -0.6694 -1.6798
H 2.8125 -0.4366 -1.0442
H 3.6378 -2.4288 -3.2250
H 2.7471 -0.9377 -3.5263
C 0.5785 5.1507 -3.5875
C 1.1373 5.5018 -2.2211
O 1.1459 4.3478 -1.3662
C 2.1965 3.4833 -1.5306
O 3.0956 3.6464 -2.3513
C 2.1083 2.3326 -0.5287
F 0.8526 1.8071 -0.4399
F 2.4460 2.7239 0.7331
F 2.9316 1.2917 -0.8374
H -0.4109 4.6920 -3.4926
H 0.4972 6.0438 -4.2137
H 1.2173 4.4255 -4.1011
H 0.4922 6.2470 -1.7425
H 2.1386 5.9420 -2.2935
C 9.4932 -3.5644 1.9954
C 8.8653 -2.4060 1.2427
O 8.1705 -2.8770 0.0774
C 6.9104 -3.3735 0.2862
O 6.3721 -3.4341 1.3885
C 6.2701 -3.7901 -1.0375
F 7.1185 -4.5056 -1.8305
F 5.8753 -2.7148 -1.7774
F 5.1624 -4.5666 -0.8737
H 10.1369 -4.1508 1.3320
H 10.0886 -3.2014 2.8381
H 8.7286 -4.2460 2.3806
H 9.6517 -1.7286 0.8918
H 8.1983 -1.8192 1.8850
C -3.9321 -4.6941 -3.9539
C -4.3242 -3.5586 -3.0267
O -5.3671 -2.7640 -3.6129
C -6.6409 -3.2539 -3.4881
O -6.9170 -4.3075 -2.9205
C -7.6513 -2.2897 -4.1086
F -7.2576 -1.8293 -5.3308
F -7.8501 -1.1857 -3.3333
F -8.8794 -2.8501 -4.2946
H -3.6602 -4.3083 -4.9415
H -3.0850 -5.2526 -3.5453
H -4.7648 -5.3887 -4.1020
H -3.4651 -2.8953 -2.8772
H -4.6222 -3.9270 -2.0381

Forces on the atoms, in the same order (eV/Å):
O 4.43 -7.10 2.85
C -2.79 5.38 -1.93
C -1.92 1.33 -0.71
S 1.01 -0.10 0.70
C 0.48 1.93 -0.68
C 0.67 -0.48 0.58
O -2.23 -1.89 -1.24
H -0.71 -0.73 -2.28
H 1.06 -0.41 2.45
H 0.96 1.58 -1.38
H -0.67 0.73 1.49
H -2.50 -0.24 -0.04
H 0.21 -1.30 -2.20
H 2.17 0.91 0.78
H -2.13 0.56 1.54
H 1.99 -0.32 -0.03
C 0.41 0.16 0.15
C -0.26 0.25 -0.64
O 0.56 0.92 1.23
C -1.58 1.57 -2.36
O 0.83 -2.75 1.29
C 1.53 -0.37 2.31
F -0.87 0.78 -0.29
F 0.30 0.42 -1.15
F -0.98 -0.83 -1.02
H -0.22 0.07 -0.02
H 0.04 0.02 0.12
H -0.23 -0.06 -0.04
H 0.19 0.02 0.36
H 0.29 -0.08 0.13
C -0.55 -0.18 0.42
C 1.18 0.52 -0.11
O -2.68 0.49 0.22
C 3.02 2.02 -0.72
O -0.77 -2.77 0.42
C -0.86 -2.14 -0.29
F -0.05 1.10 -0.60
F 0.59 0.93 1.02
F 0.68 0.19 -0.07
H 0.14 -0.02 -0.24
H -0.21 -0.08 -0.01
H 0.30 -0.97 -0.44
H -0.47 -0.11 0.10
H -0.23 -0.15 0.22
C 0.05 -0.36 -0.14
C -0.08 0.76 -0.64
O 1.32 -1.64 0.48
C 0.59 2.53 -2.32
O -1.95 -0.98 2.24
C 0.12 -1.55 1.52
F 0.76 0.57 -0.27
F -0.26 0.02 -1.22
F -0.74 2.47 0.15
H 0.06 0.19 0.04
H 0.02 -0.10 0.14
H 0.00 0.20 0.06
H 0.11 -0.40 0.18
H -0.11 -0.33 0.06
C -0.16 -0.35 -0.02
C 0.54 0.22 0.75
O -2.02 -0.68 -0.43
C 1.15 0.98 2.98
O 0.73 -0.07 -2.86
C -0.81 -1.16 -2.14
F -0.53 0.73 1.04
F 0.54 -0.57 0.82
F 1.08 0.88 0.34
H 0.01 0.20 0.08
H -0.08 0.00 -0.15
H 0.07 0.19 0.03
H -0.31 -0.20 -0.27
H -0.06 -0.26 -0.22
C -0.23 -0.19 -0.19
C 0.57 -0.41 0.07
O -1.73 -0.02 0.14
C 1.52 -2.31 1.52
O 0.24 2.68 -1.43
C -2.04 1.43 -1.47
F 0.06 -0.66 1.18
F 0.52 -1.03 -0.21
F 1.58 0.16 0.48
H 0.08 0.03 0.21
H -0.10 0.10 -0.04
H 0.14 0.08 0.15
H -0.52 0.08 -0.26
H -0.24 -0.01 -0.23

* molecular weight: 831.56 g mol⁻¹
* orbital gap: 8.50 eV
* maximum force: 8.84 eV/Å
* HOMO energy: -13.2098 eV
* total charge: +1